Molecular formula: C63H153N11O13
Method: DFT, wB97M-V/def2-TZVPD

Computed properties:
SMILES: CC1(C)CCCC(C)(C)N1O.CC1(C)CCCC(C)(C)N1O.CC1(C)CCCC(C)(C)N1O.COC[C@H](C)N.COC[C@H](C)N.COC[C@H](C)N.COC[C@H](C)N.COC[C@H](C)N.COC[C@H](C)N.COCCNCCOC.COCCNCCOC
Energy relative to the best compared isomer or geometry (same formula, charge and spin) (kJ/mol): 9.8
Orbital gap (eV): 8.405
E_HOMO (eV): -7.92
DFT total energy (hartree): -4072.0974
Maximum force (eV/A): 4.4
Total charge: 0

Each atom is followed by the atoms it is bonded to, with distances in Å.
Element x y z (Å)
1 C -4.51 3.05 -3.57  C2 1.534, H12 1.090, H13 1.090, H14 1.090
2 C -3.33 3.15 -4.54  C1 1.534, C3 1.551, C4 1.577, N10 1.485
3 C -2.52 4.44 -4.26  C2 1.551, H15 1.090, H16 1.090, H17 1.090
4 C -2.31 1.96 -4.39  C2 1.577, C5 1.526, H18 1.090, H19 1.090
5 C -2.73 0.73 -5.20  C4 1.526, C6 1.545, H20 1.090, H21 1.090
6 C -2.99 1.07 -6.69  C5 1.545, C7 1.571, H22 1.090, H23 1.090
7 C -4.13 2.13 -6.89  C6 1.571, C8 1.487, C9 1.525, N10 1.502
8 C -3.97 2.63 -8.28  C7 1.487, H24 1.090, H25 1.090, H26 1.090
9 C -5.43 1.41 -6.58  C7 1.525, H27 1.090, H28 1.090, H29 1.090
10 N -3.89 3.25 -5.91  C2 1.485, C7 1.502, O11 1.391
11 O -4.85 4.24 -6.10  N10 1.391, H30 0.960
12 H -5.42 2.62 -4.00  C1 1.090
13 H -4.19 2.52 -2.68  C1 1.090
14 H -4.77 4.03 -3.16  C1 1.090
15 H -3.17 5.26 -4.56  C3 1.090
16 H -2.15 4.46 -3.23  C3 1.090
17 H -1.61 4.54 -4.85  C3 1.090
18 H -1.27 2.25 -4.56  C4 1.090
19 H -2.34 1.61 -3.36  C4 1.090
20 H -1.93 -0.01 -5.10  C5 1.090
21 H -3.57 0.21 -4.74  C5 1.090
22 H -3.09 0.18 -7.31  C6 1.090
23 H -2.08 1.57 -7.01  C6 1.090
24 H -4.10 1.84 -9.02  C8 1.090
25 H -3.01 3.15 -8.38  C8 1.090
26 H -4.74 3.32 -8.62  C8 1.090
27 H -6.26 2.11 -6.68  C9 1.090
28 H -5.40 1.00 -5.57  C9 1.090
29 H -5.69 0.54 -7.19  C9 1.090
30 H -5.61 3.89 -5.64  O11 0.960
31 C 1.14 -1.15 0.02  C32 1.536, H42 1.090, H43 1.090, H44 1.090
32 C 0.46 -0.13 0.95  C31 1.536, C33 1.561, C34 1.581, N40 1.462
33 C 0.53 -0.63 2.42  C32 1.561, H45 1.090, H46 1.090, H47 1.090
34 C 1.39 1.13 0.73  C32 1.581, C35 1.529, H48 1.090, H49 1.090
35 C 0.76 2.48 1.07  C34 1.529, C36 1.555, H50 1.090, H51 1.090
36 C -0.68 2.61 0.49  C35 1.555, C37 1.592, H52 1.090, H53 1.090
37 C -1.60 1.35 0.78  C36 1.592, C38 1.550, C39 1.526, N40 1.503
38 C -2.13 1.38 2.23  C37 1.550, H54 1.090, H55 1.090, H56 1.090
39 C -2.72 1.46 -0.26  C37 1.526, H57 1.090, H58 1.090, H59 1.090
40 N -0.89 0.07 0.43  C32 1.462, C37 1.503, O41 1.388
41 O -1.68 -1.06 0.59  N40 1.388, H60 0.960
42 H 2.22 -1.22 0.19  C31 1.090
43 H 0.69 -2.12 0.18  C31 1.090
44 H 0.91 -0.83 -1.00  C31 1.090
45 H 0.03 -1.60 2.41  C33 1.090
46 H 1.52 -0.74 2.89  C33 1.090
47 H 0.02 0.00 3.15  C33 1.090
48 H 2.22 1.02 1.43  C34 1.090
49 H 1.90 1.12 -0.23  C34 1.090
50 H 0.67 2.62 2.15  C35 1.090
51 H 1.43 3.30 0.80  C35 1.090
52 H -0.63 2.79 -0.58  C36 1.090
53 H -1.25 3.42 0.95  C36 1.090
54 H -2.32 0.41 2.68  C38 1.090
55 H -3.00 2.02 2.40  C38 1.090
56 H -1.41 1.78 2.95  C38 1.090
57 H -3.40 0.61 -0.26  C39 1.090
58 H -2.21 1.44 -1.22  C39 1.090
59 H -3.25 2.40 -0.06  C39 1.090
60 H -1.79 -1.44 -0.28  O41 0.960
61 C -2.36 -3.07 -4.45  C62 1.544, H72 1.090, H73 1.090, H74 1.090
62 C -3.23 -3.44 -3.23  C61 1.544, C63 1.605, C64 1.531, N70 1.496
63 C -4.04 -2.16 -2.69  C62 1.605, H75 1.090, H76 1.090, H77 1.090
64 C -4.18 -4.48 -3.82  C62 1.531, C65 1.541, H78 1.090, H79 1.090
65 C -4.88 -5.37 -2.77  C64 1.541, C66 1.522, H80 1.090, H81 1.090
66 C -3.79 -6.01 -1.93  C65 1.522, C67 1.517, H82 1.090, H83 1.090
67 C -2.86 -5.05 -1.21  C66 1.517, C68 1.582, C69 1.558, N70 1.479
68 C -3.54 -4.39 0.05  C67 1.582, H84 1.090, H85 1.090, H86 1.090
69 C -1.70 -6.01 -0.79  C67 1.558, H87 1.090, H88 1.090, H89 1.090
70 N -2.36 -4.05 -2.18  C62 1.496, C67 1.479, O71 1.336
71 O -1.41 -3.22 -1.74  N70 1.336, H90 0.960
72 H -1.75 -2.17 -4.32  C61 1.090
73 H -1.66 -3.85 -4.73  C61 1.090
74 H -3.08 -2.88 -5.25  C61 1.090
75 H -3.45 -1.44 -2.13  C63 1.090
76 H -4.63 -1.66 -3.46  C63 1.090
77 H -4.71 -2.53 -1.92  C63 1.090
78 H -4.97 -3.92 -4.31  C64 1.090
79 H -3.73 -5.09 -4.61  C64 1.090
80 H -5.50 -4.64 -2.25  C65 1.090
81 H -5.52 -6.11 -3.25  C65 1.090
82 H -3.19 -6.72 -2.51  C66 1.090
83 H -4.40 -6.55 -1.21  C66 1.090
84 H -3.98 -5.22 0.61  C68 1.090
85 H -4.38 -3.79 -0.28  C68 1.090
86 H -2.87 -3.74 0.62  C68 1.090
87 H -1.18 -6.56 -1.57  C69 1.090
88 H -2.02 -6.74 -0.05  C69 1.090
89 H -0.88 -5.49 -0.29  C69 1.090
90 H -0.62 -3.56 -2.19  O71 0.960
91 C 1.23 4.52 -3.32  O92 1.417, H97 1.090, H98 1.090, H99 1.090
92 O 1.71 5.61 -2.56  C91 1.417, C93 1.400
93 C 2.14 5.37 -1.25  O92 1.400, C94 1.474, H100 1.090, H101 1.090
94 C 2.91 6.48 -0.67  C93 1.474, C95 1.479, N96 1.407, H102 1.090
95 C 4.18 6.72 -1.39  C94 1.479, H103 1.090, H104 1.090, H105 1.090
96 N 3.26 6.35 0.69  C94 1.407, H106 1.010, H107 1.010
97 H 1.29 4.72 -4.40  C91 1.090
98 H 0.20 4.30 -3.07  C91 1.090
99 H 1.74 3.59 -3.08  C91 1.090
100 H 1.23 5.29 -0.65  C93 1.090
101 H 2.59 4.38 -1.12  C93 1.090
102 H 2.24 7.34 -0.74  C94 1.090
103 H 4.87 5.90 -1.23  C95 1.090
104 H 4.59 7.70 -1.13  C95 1.090
105 H 3.97 6.82 -2.45  C95 1.090
106 H 4.01 6.95 0.98  N96 1.010
107 H 2.57 6.80 1.28  N96 1.010
108 C -5.55 0.55 2.06  O109 1.421, H114 1.090, H115 1.090, H116 1.090
109 O -5.71 -0.56 2.92  C108 1.421, C110 1.444
110 C -4.61 -0.71 3.85  O109 1.444, C111 1.563, H117 1.090, H118 1.090
111 C -3.76 -1.98 3.56  C110 1.563, C112 1.539, N113 1.452, H119 1.090
112 C -4.53 -3.29 3.78  C111 1.539, H120 1.090, H121 1.090, H122 1.090
113 N -2.65 -2.08 4.50  C111 1.452, H123 1.010, H124 1.010
114 H -5.73 1.48 2.61  C108 1.090
115 H -6.28 0.57 1.25  C108 1.090
116 H -4.56 0.53 1.61  C108 1.090
117 H -4.09 0.23 4.01  C110 1.090
118 H -5.04 -0.83 4.85  C110 1.090
119 H -3.36 -2.02 2.55  C111 1.090
120 H -4.91 -3.30 4.80  C112 1.090
121 H -3.98 -4.22 3.63  C112 1.090
122 H -5.40 -3.24 3.13  C112 1.090
123 H -2.12 -2.92 4.35  N113 1.010
124 H -2.01 -1.38 4.14  N113 1.010
125 C -0.64 -4.36 2.95  O126 1.421, H131 1.090, H132 1.090, H133 1.090
126 O -0.25 -3.81 4.20  C125 1.421, C127 1.430
127 C 1.16 -3.83 4.43  O126 1.430, C128 1.623, H134 1.090, H135 1.090
128 C 1.43 -3.08 5.84  C127 1.623, C129 1.503, N130 1.430, H136 1.090
129 C 1.43 -1.58 5.85  C128 1.503, H137 1.090, H138 1.090, H139 1.090
130 N 2.68 -3.51 6.40  C128 1.430, H140 1.010, H141 1.010
131 H -0.34 -3.77 2.08  C125 1.090
132 H -1.72 -4.39 2.88  C125 1.090
133 H -0.33 -5.39 2.75  C125 1.090
134 H 1.53 -4.85 4.38  C127 1.090
135 H 1.67 -3.30 3.63  C127 1.090
136 H 0.56 -3.31 6.45  C128 1.090
137 H 2.13 -1.23 5.08  C129 1.090
138 H 1.70 -1.24 6.85  C129 1.090
139 H 0.43 -1.24 5.56  C129 1.090
140 H 2.54 -4.49 6.56  N130 1.010
141 H 2.59 -3.09 7.32  N130 1.010
142 C 4.80 -3.81 -5.29  O143 1.420, H148 1.090, H149 1.090, H150 1.090
143 O 3.67 -3.64 -4.45  C142 1.420, C144 1.466
144 C 3.77 -4.51 -3.27  O143 1.466, C145 1.608, H151 1.090, H152 1.090
145 C 2.50 -4.09 -2.37  C144 1.608, C146 1.440, N147 1.429, H153 1.090
146 C 2.44 -4.72 -1.08  C145 1.440, H154 1.090, H155 1.090, H156 1.090
147 N 1.31 -4.43 -3.09  C145 1.429, H157 1.010, H158 1.010
148 H 5.10 -4.83 -5.57  C142 1.090
149 H 5.70 -3.36 -4.87  C142 1.090
150 H 4.49 -3.18 -6.12  C142 1.090
151 H 3.67 -5.54 -3.62  C144 1.090
152 H 4.74 -4.50 -2.79  C144 1.090
153 H 2.45 -3.01 -2.27  C145 1.090
154 H 1.61 -4.25 -0.55  C146 1.090
155 H 3.39 -4.52 -0.59  C146 1.090
156 H 2.28 -5.80 -1.09  C146 1.090
157 H 1.63 -4.38 -4.05  N147 1.010
158 H 1.02 -5.38 -2.92  N147 1.010
159 C 0.38 -0.07 -3.69  O160 1.474, H165 1.090, H166 1.090, H167 1.090
160 O 0.67 0.07 -5.13  C159 1.474, C161 1.391
161 C 1.16 -1.09 -5.74  O160 1.391, C162 1.539, H168 1.090, H169 1.090
162 C 1.72 -0.73 -7.13  C161 1.539, C163 1.539, N164 1.443, H170 1.090
163 C 0.72 -0.14 -8.13  C162 1.539, H171 1.090, H172 1.090, H173 1.090
164 N 2.19 -1.91 -7.82  C162 1.443, H174 1.010, H175 1.010
165 H -0.03 0.86 -3.30  C159 1.090
166 H 1.32 -0.21 -3.14  C159 1.090
167 H -0.31 -0.89 -3.51  C159 1.090
168 H 1.83 -1.64 -5.08  C161 1.090
169 H 0.25 -1.67 -5.87  C161 1.090
170 H 2.51 0.02 -7.02  C162 1.090
171 H 0.26 0.76 -7.72  C163 1.090
172 H -0.05 -0.90 -8.23  C163 1.090
173 H 1.12 0.09 -9.12  C163 1.090
174 H 2.80 -2.44 -7.20  N164 1.010
175 H 2.82 -1.61 -8.55  N164 1.010
176 C -0.82 5.25 3.71  O177 1.493, H182 1.090, H183 1.090, H184 1.090
177 O -2.28 5.53 3.71  C176 1.493, C178 1.426
178 C -2.80 5.48 5.03  O177 1.426, C179 1.466, H185 1.090, H186 1.090
179 C -4.27 5.41 4.96  C178 1.466, C180 1.537, N181 1.426, H187 1.090
180 C -4.94 6.54 4.17  C179 1.537, H188 1.090, H189 1.090, H190 1.090
181 N -4.92 5.44 6.23  C179 1.426, H191 1.010, H192 1.010
182 H -0.28 5.33 2.77  C176 1.090
183 H -0.80 4.22 4.05  C176 1.090
184 H -0.34 5.89 4.46  C176 1.090
185 H -2.51 4.52 5.46  C178 1.090
186 H -2.37 6.29 5.63  C178 1.090
187 H -4.52 4.51 4.40  C179 1.090
188 H -4.67 7.52 4.57  C180 1.090
189 H -6.03 6.48 4.14  C180 1.090
190 H -4.63 6.56 3.12  C180 1.090
191 H -5.93 5.39 6.15  N181 1.010
192 H -4.68 4.65 6.82  N181 1.010
193 C 6.28 2.98 0.73  O194 1.411, H202 1.090, H203 1.090, H204 1.090
194 O 5.60 2.79 1.95  C193 1.411, C195 1.425
195 C 4.22 3.12 1.83  O194 1.425, C196 1.561, H205 1.090, H206 1.090
196 C 3.49 3.38 3.18  C195 1.561, N197 1.481, H207 1.090, H208 1.090
197 N 3.57 2.06 3.85  C196 1.481, C198 1.420, H209 1.010
198 C 3.08 2.15 5.18  N197 1.420, C199 1.605, H210 1.090, H211 1.090
199 C 1.48 2.30 5.23  C198 1.605, O200 1.471, H212 1.090, H213 1.090
200 O 1.13 2.15 6.65  C199 1.471, C201 1.414
201 C -0.25 2.27 6.89  O200 1.414, H214 1.090, H215 1.090, H216 1.090
202 H 5.92 3.77 0.07  C193 1.090
203 H 6.23 2.02 0.24  C193 1.090
204 H 7.32 3.21 0.97  C193 1.090
205 H 3.77 2.33 1.22  C195 1.090
206 H 4.13 4.03 1.24  C195 1.090
207 H 2.51 3.75 2.89  C196 1.090
208 H 4.00 4.22 3.65  C196 1.090
209 H 4.55 1.82 3.87  N197 1.010
210 H 3.56 3.01 5.64  C198 1.090
211 H 3.30 1.21 5.68  C198 1.090
212 H 1.04 1.46 4.69  C199 1.090
213 H 1.20 3.29 4.88  C199 1.090
214 H -0.55 2.02 7.91  C201 1.090
215 H -0.95 1.65 6.33  C201 1.090
216 H -0.59 3.27 6.59  C201 1.090
217 C 5.14 -1.52 -0.53  O218 1.385, H226 1.090, H227 1.090, H228 1.090
218 O 4.77 -1.96 0.72  C217 1.385, C219 1.459
219 C 4.76 -0.83 1.65  O218 1.459, C220 1.558, H229 1.090, H230 1.090
220 C 4.54 -1.38 3.09  C219 1.558, N221 1.485, H231 1.090, H232 1.090
221 N 5.74 -2.08 3.62  C220 1.485, C222 1.478, H233 1.010
222 C 5.50 -2.65 4.96  N221 1.478, C223 1.505, H234 1.090, H235 1.090
223 C 6.85 -3.02 5.54  C222 1.505, O224 1.414, H236 1.090, H237 1.090
224 O 7.13 -4.40 5.37  C223 1.414, C225 1.481
225 C 8.37 -4.91 6.01  O224 1.481, H238 1.090, H239 1.090, H240 1.090
226 H 5.11 -2.26 -1.33  C217 1.090
227 H 6.17 -1.19 -0.39  C217 1.090
228 H 4.55 -0.68 -0.91  C217 1.090
229 H 4.04 -0.12 1.27  C219 1.090
230 H 5.67 -0.23 1.63  C219 1.090
231 H 3.88 -2.23 2.94  C220 1.090
232 H 4.12 -0.71 3.84  C220 1.090
233 H 6.13 -2.75 2.98  N221 1.010
234 H 4.92 -3.57 4.89  C222 1.090
235 H 4.81 -2.06 5.55  C222 1.090
236 H 6.81 -2.69 6.57  C223 1.090
237 H 7.67 -2.49 5.06  C223 1.090
238 H 8.38 -5.98 5.85  C225 1.090
239 H 8.51 -4.51 7.01  C225 1.090
240 H 9.26 -4.56 5.49  C225 1.090